[1]
{
  "formula": "C9H15N2",
  "method": "ωB97M-V with the def2-TZVPD basis set",
  "species": ["C", "C", "C", "C", "C", "C", "C", "C", "C", "N", "N", "H", "H", "H", "H", "H", "H", "H", "H", "H", "H", "H", "H", "H", "H", "H"],
  "xyz": [[3.388, 0.019, -0.408], [2.352, -0.795, -0.559], [-2.302, -0.848, -0.009], [-2.046, 0.661, 0.133], [0.073, -1.591, 0.707], [0.184, 1.742, -0.319], [-0.976, -1.454, -0.412], [-0.963, 0.891, -0.979], [1.068, -0.536, 0.045], [-0.398, -0.398, -1.273], [0.708, 0.726, 0.709], [4.238, -0.238, -0.966], [3.277, 0.796, 0.206], [2.219, -1.745, -1.118], [-2.892, -1.348, 0.898], [-3.079, -0.790, -0.718], [-2.802, 1.406, -0.050], [-1.746, 0.727, 1.229], [-0.181, -1.184, 1.627], [0.290, -2.665, 0.700], [0.765, 2.138, -1.140], [-0.155, 2.550, 0.148], [-1.276, -2.438, -1.003], [-1.474, 1.494, -1.737], [1.446, 1.284, 1.190], [-0.070, 0.649, 1.396]],
  "lumo_ev": [-3.8, -3.8],
  "spin_multiplicity": 1,
  "gap_ev": [9.0, 9.0],
  "e_homo_ev": [-12.8, -12.8],
  "total_charge": 1
}


[2]
{
  "formula": "CH3O2PS",
  "method": "ωB97M-V with the def2-TZVPD basis set",
  "species": ["C", "O", "O", "P", "S", "H", "H", "H"],
  "xyz": [[-0.899, 1.367, -0.817], [-1.302, 2.465, -0.610], [-1.212, 0.300, -0.060], [1.198, -0.754, 0.916], [-0.244, -1.270, -0.447], [-0.333, 1.139, -1.713], [2.214, -1.810, 0.780], [0.578, -1.436, 1.951]],
  "lumo_ev": -0.9,
  "spin_multiplicity": 1,
  "smiles": "O=COSP",
  "gap_ev": 9.0,
  "e_homo_ev": -9.9
}


[3]
{
  "formula": "C4H6AlO2",
  "method": "ωB97M-V with the def2-TZVPD basis set",
  "species": ["O", "C", "C", "O", "C", "C", "Al", "H", "H", "H", "H", "H", "H"],
  "xyz": [[2.635, 0.176, 0.491], [1.824, -0.697, -0.266], [0.400, -0.154, -0.446], [-0.500, -0.783, 0.497], [-1.606, -0.072, 0.814], [-1.830, 1.102, 0.172], [1.254, 1.429, 0.556], [1.772, -1.696, 0.211], [2.260, -0.842, -1.276], [0.037, -0.382, -1.460], [-2.432, -0.750, 1.051], [-2.661, 1.698, 0.555], [-1.155, 0.970, -0.898]],
  "lumo_ev": [-7.8, -7.8],
  "spin_multiplicity": 1,
  "gap_ev": [6.0, 6.0],
  "e_homo_ev": [-13.8, -13.8],
  "total_charge": 1
}


[4]
{
  "formula": "C3H8N2S3",
  "method": "ωB97M-V with the def2-TZVPD basis set",
  "species": ["C", "C", "C", "H", "H", "H", "H", "H", "H", "H", "H", "N", "N", "S", "S", "S"],
  "xyz": [[-1.598, 2.618, 0.486], [-1.097, 1.647, -0.508], [0.332, -0.441, -0.020], [-1.086, 2.531, 1.637], [-2.725, 2.476, 0.708], [-1.404, 3.640, -0.198], [-0.264, 2.020, -1.060], [-1.965, 1.834, -1.210], [-2.238, -1.614, -1.276], [0.832, 1.584, 0.273], [3.417, -0.314, 0.836], [-0.952, 0.077, -0.165], [1.218, 0.567, 0.120], [-2.366, -0.962, 0.044], [0.546, -2.149, 0.124], [2.929, 0.635, -0.114]],
  "lumo_ev": 0.3,
  "spin_multiplicity": 1,
  "smiles": "CCN(S)C(=S)NS",
  "gap_ev": 8.4,
  "e_homo_ev": -8.0
}


[5]
{
  "formula": "C7H21NO4",
  "method": "ωB97M-V with the def2-TZVPD basis set",
  "species": ["C", "C", "N", "C", "C", "C", "C", "C", "H", "H", "H", "H", "H", "H", "H", "H", "H", "H", "H", "H", "H", "H", "H", "O", "H", "H", "O", "H", "H", "O", "H", "H", "O"],
  "xyz": [[2.437, 1.207, 1.161], [1.083, 1.247, 0.352], [-1.016, 1.495, 2.368], [-0.815, 0.279, 1.662], [0.126, 0.183, 0.722], [0.349, -1.103, 0.006], [-0.676, -1.843, -0.417], [-0.546, -3.325, -0.730], [2.778, 0.174, 1.159], [2.294, 1.488, 2.204], [3.118, 1.894, 0.670], [1.271, 1.361, -0.719], [0.768, 2.270, 0.659], [-0.099, 1.847, 2.633], [-1.546, 1.389, 3.224], [-1.502, -0.541, 1.818], [1.381, -1.461, -0.005], [-1.664, -1.468, -0.657], [0.122, -3.340, -1.597], [-1.405, -3.930, -0.996], [-0.036, -3.904, 0.039], [0.026, 2.426, -3.391], [1.520, 1.999, -3.291], [0.669, 1.922, -2.870], [0.705, -2.334, 3.219], [0.259, -2.865, 1.878], [-0.072, -2.741, 2.792], [-0.978, 0.532, -3.807], [-1.039, -0.968, -3.910], [-0.616, -0.200, -4.271], [-1.685, 2.668, -0.440], [-2.642, 2.682, 0.724], [-2.572, 2.960, -0.189]],
  "lumo_ev": 0.5,
  "spin_multiplicity": 1,
  "smiles": "C/C=C/C(=C/N)CC.O.O.O.O",
  "gap_ev": 8.5,
  "e_homo_ev": -8.0
}


[6]
{
  "formula": "C8H40NO11P2",
  "method": "ωB97M-V with the def2-TZVPD basis set",
  "species": ["N", "P", "O", "O", "P", "O", "H", "H", "H", "H", "H", "H", "H", "H", "C", "O", "H", "H", "H", "H", "C", "O", "H", "H", "H", "H", "C", "O", "H", "H", "H", "H", "C", "O", "H", "H", "H", "H", "C", "O", "H", "H", "H", "H", "C", "O", "H", "H", "H", "H", "C", "O", "H", "H", "H", "H", "C", "O", "H", "H", "H", "H"],
  "xyz": [[-0.795, -2.627, -0.573], [-0.634, -1.308, -1.465], [-0.308, -0.070, -0.421], [-2.138, -0.759, -1.867], [0.860, -1.296, -3.345], [2.022, -1.991, -2.312], [-0.134, -3.325, -0.902], [-0.690, 0.755, -0.743], [-2.624, -1.475, -2.308], [0.361, -2.627, -3.617], [-0.228, -0.687, -4.095], [1.268, 0.036, -2.897], [1.716, -1.260, -4.510], [2.475, -1.224, -1.930], [-2.270, -1.562, 2.262], [-2.905, -1.803, 1.035], [-2.931, -0.892, 2.822], [-2.122, -2.479, 2.849], [-1.302, -1.068, 2.136], [-2.271, -2.326, 0.484], [4.889, -0.977, 0.468], [4.268, -0.656, -0.761], [5.285, -1.987, 0.365], [5.716, -0.298, 0.705], [4.183, -0.957, 1.301], [3.887, 0.230, -0.712], [4.452, 2.335, -2.094], [3.334, 1.519, -1.801], [5.291, 1.660, -2.257], [4.299, 2.925, -3.001], [4.704, 3.005, -1.263], [2.549, 2.059, -1.675], [4.600, 4.501, -5.565], [3.436, 3.742, -5.303], [5.405, 3.787, -5.728], [4.503, 5.121, -6.462], [4.878, 5.146, -4.724], [2.697, 4.338, -5.154], [-2.014, -4.609, -3.598], [-2.490, -3.528, -2.826], [-2.421, -4.491, -4.603], [-0.923, -4.603, -3.669], [-2.346, -5.575, -3.201], [-2.082, -3.554, -1.937], [4.478, 0.895, 4.663], [4.040, 0.535, 3.368], [5.565, 0.830, 4.653], [4.197, 1.918, 4.929], [4.101, 0.216, 5.434], [3.080, 0.575, 3.337], [-5.273, -0.204, 4.396], [-5.881, -0.422, 3.137], [-5.965, 0.423, 4.960], [-5.113, -1.132, 4.951], [-4.321, 0.325, 4.303], [-5.297, -0.954, 2.582], [-7.809, 2.780, 5.696], [-8.412, 2.527, 4.441], [-8.493, 3.425, 6.247], [-7.661, 1.863, 6.274], [-6.849, 3.297, 5.598], [-7.838, 1.955, 3.922]],
  "lumo_ev": 2.3,
  "spin_multiplicity": 1,
  "gap_ev": 6.2,
  "e_homo_ev": -3.9,
  "total_charge": -1
}